1.
Here is C28H30N4O2 in the gas phase from OMol25. Energies are from ωB97M-V/def2-TZVPD.

SMILES string: Cn1c2ccccc2c2c(C(=O)N3CCN(c4ccccc4)CC3)cn(C3CCCC3)c(=O)c21
Energy, eV: -39580.038
Largest force on an atom, eV/Å: 0.9
Total charge: 0
Frontier orbital gap, eV: 8.1
HOMO level, Eh: -0.2816
Spin multiplicity: 1

```
64
C28H30N4O2 ωB97M-V/def2-TZVPD
C 3.05 -1.41 -3.49
N 1.85 -1.25 -2.71
C 0.68 -0.74 -3.18
C 0.36 -0.26 -4.45
C -0.92 0.19 -4.66
C -1.89 0.15 -3.65
C -1.59 -0.31 -2.39
C -0.29 -0.75 -2.14
C 0.38 -1.29 -0.99
C -0.01 -1.55 0.35
C -1.38 -1.27 0.87
O -2.12 -2.17 1.24
N -1.76 0.02 0.91
C -0.91 1.16 0.67
C -1.74 2.34 0.18
N -2.68 2.74 1.20
C -3.34 3.95 1.12
C -3.29 4.73 -0.04
C -3.94 5.95 -0.10
C -4.66 6.42 0.98
C -4.72 5.66 2.14
C -4.06 4.44 2.21
C -3.12 1.69 2.09
C -3.10 0.35 1.37
C 0.90 -2.16 1.14
N 2.17 -2.48 0.74
C 3.04 -3.16 1.70
C 3.57 -4.52 1.20
C 5.10 -4.41 1.26
C 5.35 -3.39 2.37
C 4.28 -2.33 2.08
C 2.66 -2.20 -0.53
O 3.81 -2.47 -0.84
C 1.68 -1.59 -1.39
H 3.39 -0.44 -3.86
H 3.82 -1.86 -2.86
H 2.85 -2.06 -4.35
H 1.10 -0.25 -5.24
H -1.20 0.56 -5.64
H -2.89 0.50 -3.87
H -2.34 -0.36 -1.62
H -0.16 0.91 -0.08
H -0.39 1.45 1.59
H -1.07 3.18 -0.04
H -2.24 2.05 -0.76
H -2.75 4.39 -0.91
H -3.89 6.53 -1.01
H -5.18 7.37 0.93
H -5.27 6.01 2.99
H -4.10 3.89 3.13
H -2.47 1.64 2.98
H -4.14 1.89 2.42
H -3.79 0.38 0.52
H -3.43 -0.46 2.04
H 0.65 -2.42 2.16
H 2.44 -3.32 2.60
H 3.21 -5.31 1.84
H 3.23 -4.72 0.18
H 5.47 -4.02 0.32
H 5.57 -5.37 1.46
H 5.18 -3.84 3.35
H 6.35 -2.98 2.34
H 4.59 -1.73 1.23
H 4.09 -1.67 2.92
```

2.
Here is C28H30N6O4 in the gas phase from OMol25. Energies are from ωB97M-V/def2-TZVPD.

SMILES string: COc1cccc([C@@H](C(=O)NC2CCCCC2)N(C(=O)c2ccco2)c2ccc(-n3cnnn3)c(C)c2)c1
Energy, eV: -46652.964
Largest force on an atom, eV/Å: 1.5
Total charge: 0
Frontier orbital gap, eV: 9.2
HOMO level, Eh: -0.3257
Spin multiplicity: 1

```
68
C28H30N6O4 ωB97M-V/def2-TZVPD
C -2.32 -3.46 3.17
O -1.84 -2.32 2.51
C -1.42 -2.43 1.22
C -1.42 -3.61 0.48
C -0.98 -3.59 -0.84
C -0.54 -2.42 -1.42
C -0.54 -1.23 -0.69
C -0.10 0.05 -1.36
C -1.26 0.98 -1.81
O -1.00 1.96 -2.48
N -2.49 0.55 -1.51
C -3.67 1.36 -1.71
C -4.79 0.52 -2.33
C -5.32 -0.53 -1.36
C -5.80 0.14 -0.07
C -4.67 0.93 0.58
C -4.12 1.98 -0.38
N 0.81 0.83 -0.53
C 0.32 1.77 0.32
O -0.88 1.89 0.54
C 1.28 2.68 0.95
C 1.04 3.56 1.98
C 2.24 4.27 2.19
C 3.12 3.79 1.27
O 2.55 2.83 0.52
C 2.17 0.47 -0.58
C 2.89 0.56 -1.76
C 4.22 0.20 -1.78
C 4.84 -0.25 -0.62
N 6.20 -0.59 -0.71
C 7.25 -0.36 0.12
N 8.33 -0.84 -0.44
N 7.95 -1.36 -1.60
N 6.71 -1.23 -1.78
C 4.13 -0.39 0.58
C 4.74 -0.93 1.83
C 2.79 -0.02 0.57
C -0.98 -1.25 0.62
H -2.59 -3.13 4.16
H -1.54 -4.24 3.24
H -3.20 -3.88 2.66
H -1.75 -4.54 0.91
H -0.97 -4.51 -1.40
H -0.20 -2.42 -2.45
H 0.44 -0.20 -2.27
H -2.57 -0.19 -0.84
H -3.38 2.16 -2.40
H -5.60 1.19 -2.62
H -4.41 0.04 -3.23
H -6.14 -1.07 -1.82
H -4.54 -1.25 -1.12
H -6.17 -0.62 0.62
H -6.63 0.81 -0.30
H -5.04 1.43 1.48
H -3.87 0.25 0.89
H -3.27 2.49 0.07
H -4.90 2.73 -0.59
H 0.11 3.66 2.51
H 2.42 5.03 2.91
H 4.14 4.04 1.05
H 2.41 0.94 -2.65
H 4.80 0.27 -2.69
H 7.20 0.16 1.05
H 5.50 -1.68 1.61
H 5.20 -0.13 2.41
H 3.97 -1.39 2.45
H 2.21 -0.12 1.48
H -1.01 -0.34 1.21
```

> Look up the total charge of the first one.

0

> Which value of HOMO level does entry 2 give?

-0.3257 Eh

Repeat the second record exactly.
Here is C28H30N6O4 in the gas phase from OMol25. Energies are from ωB97M-V/def2-TZVPD.

SMILES string: COc1cccc([C@@H](C(=O)NC2CCCCC2)N(C(=O)c2ccco2)c2ccc(-n3cnnn3)c(C)c2)c1
Energy, eV: -46652.964
Largest force on an atom, eV/Å: 1.5
Total charge: 0
Frontier orbital gap, eV: 9.2
HOMO level, Eh: -0.3257
Spin multiplicity: 1

```
68
C28H30N6O4 ωB97M-V/def2-TZVPD
C -2.32 -3.46 3.17
O -1.84 -2.32 2.51
C -1.42 -2.43 1.22
C -1.42 -3.61 0.48
C -0.98 -3.59 -0.84
C -0.54 -2.42 -1.42
C -0.54 -1.23 -0.69
C -0.10 0.05 -1.36
C -1.26 0.98 -1.81
O -1.00 1.96 -2.48
N -2.49 0.55 -1.51
C -3.67 1.36 -1.71
C -4.79 0.52 -2.33
C -5.32 -0.53 -1.36
C -5.80 0.14 -0.07
C -4.67 0.93 0.58
C -4.12 1.98 -0.38
N 0.81 0.83 -0.53
C 0.32 1.77 0.32
O -0.88 1.89 0.54
C 1.28 2.68 0.95
C 1.04 3.56 1.98
C 2.24 4.27 2.19
C 3.12 3.79 1.27
O 2.55 2.83 0.52
C 2.17 0.47 -0.58
C 2.89 0.56 -1.76
C 4.22 0.20 -1.78
C 4.84 -0.25 -0.62
N 6.20 -0.59 -0.71
C 7.25 -0.36 0.12
N 8.33 -0.84 -0.44
N 7.95 -1.36 -1.60
N 6.71 -1.23 -1.78
C 4.13 -0.39 0.58
C 4.74 -0.93 1.83
C 2.79 -0.02 0.57
C -0.98 -1.25 0.62
H -2.59 -3.13 4.16
H -1.54 -4.24 3.24
H -3.20 -3.88 2.66
H -1.75 -4.54 0.91
H -0.97 -4.51 -1.40
H -0.20 -2.42 -2.45
H 0.44 -0.20 -2.27
H -2.57 -0.19 -0.84
H -3.38 2.16 -2.40
H -5.60 1.19 -2.62
H -4.41 0.04 -3.23
H -6.14 -1.07 -1.82
H -4.54 -1.25 -1.12
H -6.17 -0.62 0.62
H -6.63 0.81 -0.30
H -5.04 1.43 1.48
H -3.87 0.25 0.89
H -3.27 2.49 0.07
H -4.90 2.73 -0.59
H 0.11 3.66 2.51
H 2.42 5.03 2.91
H 4.14 4.04 1.05
H 2.41 0.94 -2.65
H 4.80 0.27 -2.69
H 7.20 0.16 1.05
H 5.50 -1.68 1.61
H 5.20 -0.13 2.41
H 3.97 -1.39 2.45
H 2.21 -0.12 1.48
H -1.01 -0.34 1.21
```

Copy entry 1 word for word.
Here is C28H30N4O2 in the gas phase from OMol25. Energies are from ωB97M-V/def2-TZVPD.

SMILES string: Cn1c2ccccc2c2c(C(=O)N3CCN(c4ccccc4)CC3)cn(C3CCCC3)c(=O)c21
Energy, eV: -39580.038
Largest force on an atom, eV/Å: 0.9
Total charge: 0
Frontier orbital gap, eV: 8.1
HOMO level, Eh: -0.2816
Spin multiplicity: 1

```
64
C28H30N4O2 ωB97M-V/def2-TZVPD
C 3.05 -1.41 -3.49
N 1.85 -1.25 -2.71
C 0.68 -0.74 -3.18
C 0.36 -0.26 -4.45
C -0.92 0.19 -4.66
C -1.89 0.15 -3.65
C -1.59 -0.31 -2.39
C -0.29 -0.75 -2.14
C 0.38 -1.29 -0.99
C -0.01 -1.55 0.35
C -1.38 -1.27 0.87
O -2.12 -2.17 1.24
N -1.76 0.02 0.91
C -0.91 1.16 0.67
C -1.74 2.34 0.18
N -2.68 2.74 1.20
C -3.34 3.95 1.12
C -3.29 4.73 -0.04
C -3.94 5.95 -0.10
C -4.66 6.42 0.98
C -4.72 5.66 2.14
C -4.06 4.44 2.21
C -3.12 1.69 2.09
C -3.10 0.35 1.37
C 0.90 -2.16 1.14
N 2.17 -2.48 0.74
C 3.04 -3.16 1.70
C 3.57 -4.52 1.20
C 5.10 -4.41 1.26
C 5.35 -3.39 2.37
C 4.28 -2.33 2.08
C 2.66 -2.20 -0.53
O 3.81 -2.47 -0.84
C 1.68 -1.59 -1.39
H 3.39 -0.44 -3.86
H 3.82 -1.86 -2.86
H 2.85 -2.06 -4.35
H 1.10 -0.25 -5.24
H -1.20 0.56 -5.64
H -2.89 0.50 -3.87
H -2.34 -0.36 -1.62
H -0.16 0.91 -0.08
H -0.39 1.45 1.59
H -1.07 3.18 -0.04
H -2.24 2.05 -0.76
H -2.75 4.39 -0.91
H -3.89 6.53 -1.01
H -5.18 7.37 0.93
H -5.27 6.01 2.99
H -4.10 3.89 3.13
H -2.47 1.64 2.98
H -4.14 1.89 2.42
H -3.79 0.38 0.52
H -3.43 -0.46 2.04
H 0.65 -2.42 2.16
H 2.44 -3.32 2.60
H 3.21 -5.31 1.84
H 3.23 -4.72 0.18
H 5.47 -4.02 0.32
H 5.57 -5.37 1.46
H 5.18 -3.84 3.35
H 6.35 -2.98 2.34
H 4.59 -1.73 1.23
H 4.09 -1.67 2.92
```